Model P:
30
Properties=species:S:1:pos:R:3 method="wB97M-V/def2-TZVPD" lumo_ha=-0.179 multiplicity=1 homo_energy_ev=-13.402 orbital_gap_ev=8.523 charge=+1
C 1.9328 2.3836 -0.3062
C -0.0045 1.1848 0.3125
C 0.6933 0.5142 -0.8051
C -0.6293 1.6393 2.6585
C -1.0737 -0.6184 1.6958
C -1.1863 -0.5185 -2.0380
C 1.1601 -0.7813 -2.8672
C -0.0440 0.5849 1.7726
C 0.2949 -0.6536 -1.6280
N 3.9562 -0.1197 0.8357
N 3.1665 -0.8783 0.9762
N 1.7394 1.2320 -1.1049
N 0.8404 2.3815 0.4465
H -1.1348 1.5112 0.1015
H -0.6088 1.2837 3.6684
H -1.6261 1.7224 2.2754
H -0.2855 2.6422 2.5528
H -0.8196 -1.4262 1.0837
H -2.0104 -0.3158 1.2923
H -1.1048 -1.1318 2.6823
H -1.8444 -0.3411 -1.2555
H -1.3834 -1.4150 -2.5357
H -1.2016 0.3316 -2.7717
H 2.0900 -1.1815 -2.5069
H 1.2120 0.1954 -3.1570
H 0.6201 -1.4132 -3.6166
H 0.9874 0.3134 1.9159
H 0.4980 -1.5221 -0.9304
H 2.2713 0.9050 -1.8375
H 0.6078 3.0571 1.2453

***

Model Q:
30
Properties=species:S:1:pos:R:3 method="wB97M-V/def2-TZVPD" lumo_ha=-0.165 multiplicity=1 homo_energy_ev=-13.221 orbital_gap_ev=8.739 charge=+1
C -2.7532 0.0806 -0.2945
C -0.4169 -0.2446 -0.7222
C -0.6913 0.6126 0.4539
C 0.0017 -2.1207 0.8422
C 0.1459 -2.7274 -1.5653
C 0.8269 2.3870 0.0694
C 0.0479 1.9035 2.4875
C 0.4250 -1.5835 -0.4640
C 0.4554 1.3530 1.1403
N 2.3966 0.7596 -3.7024
N 2.0286 0.4092 -2.7330
N -1.9392 -0.3824 -1.1910
N -1.9327 0.8121 0.6451
H 0.0853 0.3682 -1.4306
H 0.7371 -2.9626 1.0556
H -0.9855 -2.4469 0.9298
H 0.1877 -1.2774 1.5820
H -0.9090 -3.0058 -1.4143
H 0.8056 -3.6015 -1.3345
H 0.6253 -2.5159 -2.6133
H 1.4654 2.0595 -0.8151
H 1.3035 3.2236 0.4999
H -0.1620 2.7516 -0.2385
H -0.9791 2.4980 2.4229
H 0.7677 2.7004 2.7161
H 0.0756 1.2951 3.3290
H 1.5477 -1.2389 -0.5743
H 1.3268 0.7248 1.3374
H -2.1226 -1.1663 -1.8485
H -2.3644 1.3352 1.4303

***

It is model P that is most stable; the runner-up trails by 5.3 kcal/mol.

***

Model P:
10
Properties=species:S:1:pos:R:3 method="wB97M-V/def2-TZVPD" lumo_ha=0.021 multiplicity=1 homo_energy_ev=-9.354 orbital_gap_ev=9.926 charge=0
O -0.0525 -1.4728 1.1364
C -0.0907 -0.5626 0.3226
N 0.9650 0.3285 0.1559
O 2.1406 -0.1475 0.7081
N -1.1805 -0.2969 -0.4914
S -1.3310 1.0052 -1.5530
H 1.1884 0.7551 -0.7671
H 1.7421 -0.8017 1.3485
H -1.9973 -0.8078 -0.2403
H -1.3841 2.0004 -0.6195

***

Model Q:
10
Properties=species:S:1:pos:R:3 method="wB97M-V/def2-TZVPD" lumo_ha="-0.035 / -0.035" multiplicity=1 homo_energy_ev="-8.953 / -8.951" orbital_gap_ev="8.002 / 8.001" charge=0
C -0.1630 0.1775 -0.1812
N 0.3443 -0.7699 -1.0511
N -1.6344 0.2559 -0.0469
O -2.1156 1.3453 -0.0612
O -2.1898 -0.8529 -0.1074
S 0.3166 1.9187 -0.1689
H 0.4215 -0.1899 1.4892
H 0.1806 -1.7545 -0.8494
H 1.3023 -0.6221 -1.1329
H 1.6148 1.5819 -0.3394

***

Model R:
10
Properties=species:S:1:pos:R:3 method="wB97M-V/def2-TZVPD" lumo_ha=0.019 multiplicity=1 homo_energy_ev=-9.874 orbital_gap_ev=10.384 charge=0
H -1.3776 1.7131 0.1293
N -0.9452 0.8165 -0.0528
C -1.7881 -0.1029 0.1012
S -1.2023 -1.7228 0.0694
H -2.7572 0.0847 0.3778
H 0.0837 -1.4441 -0.5084
O 3.2541 -0.7869 0.0498
N 2.0805 -0.5066 -0.0758
O 1.8336 0.8405 0.0273
H 0.8184 1.1085 -0.1177

***

Model S:
10
Properties=species:S:1:pos:R:3 method="wB97M-V/def2-TZVPD" lumo_ha=0.020 multiplicity=1 homo_energy_ev=-10.207 orbital_gap_ev=10.764 charge=0
C -1.4452 -0.3100 -0.4621
N -0.2150 0.4829 -0.3868
N 0.3347 0.6482 1.0565
S 1.4066 -0.1739 0.0962
O 2.4173 0.5901 -0.5061
O 1.6036 -1.5214 0.3931
H -1.6218 -0.2865 -1.5242
H -1.1398 -1.2377 0.0170
H -2.0960 0.1834 0.2312
H 0.7557 1.6249 1.0851

***

It is model P that is most stable; the runner-up trails by 47.7 kcal/mol.

***

Model P:
19
Properties=species:S:1:pos:R:3 method="wB97M-V/def2-TZVPD" lumo_ha=-0.367 multiplicity=1 homo_energy_ev=-21.292 orbital_gap_ev=11.302 charge=+2
C 0.1587 1.8716 -0.5902
N -0.4258 0.7061 -0.6229
C -1.4905 0.1596 -1.5003
C -0.1952 -0.2057 0.7103
C -1.3294 -0.8451 1.3179
N 1.0213 -0.5596 0.8479
C 2.2450 -0.4585 0.0290
H -0.1102 2.6801 -1.2470
H 0.7882 2.1330 0.1864
H -0.8852 -0.6464 -1.9111
H -1.7516 0.9643 -2.2380
H -2.3999 -0.1970 -0.8430
H -2.2202 -0.2095 1.2691
H -1.1116 -0.9791 2.4341
H -1.3811 -1.9364 1.1098
H 1.2192 -1.1567 1.6479
H 2.8361 -1.3453 0.0039
H 2.9359 0.2343 0.3945
H 2.0964 -0.2095 -0.9985

***

Model Q:
19
Properties=species:S:1:pos:R:3 method="wB97M-V/def2-TZVPD" lumo_ha=-0.309 multiplicity=1 homo_energy_ev=-18.311 orbital_gap_ev=9.897 charge=+2
C 0.7356 -1.9164 2.2855
N 1.2281 -1.2241 1.3359
C 0.4476 -0.8288 0.1518
C 0.5291 -1.6239 -0.9076
C -0.3144 0.4732 0.3030
C -0.1822 1.3104 -0.9614
N -1.3253 2.3338 -1.2175
H -0.3012 -2.2168 2.3599
H 1.4055 -2.2518 3.0712
H 2.2425 -1.2777 1.2100
H -0.2345 -1.9055 -1.6121
H 1.3856 -2.2950 -0.9480
H 0.1368 1.0395 1.1215
H -1.3392 0.3199 0.6424
H -0.3743 0.6422 -1.7943
H 0.7612 1.7985 -1.1812
H -2.1101 2.2452 -0.5674
H -1.7124 2.0847 -2.1277
H -0.9786 3.2925 -1.1638

***

It is model Q that is most stable; the runner-up trails by 35.8 kcal/mol.

***

Model P:
19
Properties=species:S:1:pos:R:3 method="wB97M-V/def2-TZVPD" lumo_ha=-0.330 multiplicity=1 homo_energy_ev=-18.957 orbital_gap_ev=9.982 charge=+2
C 1.9969 -0.1140 2.2591
N 0.7894 -0.1094 1.8729
C 0.4359 0.4853 0.5056
C 1.3758 0.6236 -0.4543
C -1.0162 0.5342 0.2314
C -1.5627 -0.5869 -0.6487
N -1.1051 -0.3641 -2.0462
H 2.7675 0.5102 1.8688
H 2.0847 -0.8090 3.0933
H 0.2205 -0.7789 2.3983
H 1.1644 0.9227 -1.4518
H 2.4737 0.4341 -0.3761
H -1.2473 1.3654 -0.4547
H -1.4825 0.8435 1.1537
H -2.6753 -0.4966 -0.7283
H -1.1760 -1.5254 -0.1543
H -1.8084 -0.7311 -2.7262
H -0.2043 -0.8087 -2.0562
H -1.0311 0.6053 -2.2865

***

Model Q:
19
Properties=species:S:1:pos:R:3 method="wB97M-V/def2-TZVPD" lumo_ha=-0.315 multiplicity=1 homo_energy_ev=-18.313 orbital_gap_ev=9.745 charge=+2
C 2.3209 -3.0054 0.2448
N 1.2401 -2.3143 0.3443
C 1.1162 -0.9456 -0.0025
C -0.1038 -0.4849 -0.2872
C -0.4503 0.7951 -1.0062
C -1.6982 1.5367 -0.3513
N -1.2898 2.4048 0.8043
H 2.4145 -4.0329 0.5790
H 3.1811 -2.4244 -0.0986
H 0.3694 -2.8352 0.4647
H 2.0765 -0.4436 0.0753
H -0.9716 -1.1158 -0.0646
H 0.4689 1.4419 -0.9084
H -0.6165 0.7762 -2.0960
H -2.2789 0.6928 0.0195
H -2.3138 2.1708 -0.9808
H -0.7210 1.9081 1.4994
H -2.0806 2.7660 1.3508
H -0.6630 3.1096 0.4135

***

It is model Q that is most stable; the runner-up trails by 29.4 kcal/mol.